No. 1
This record from OMol25 describes C32H41F5Ge2RuS as an isolated structure. The level of theory is wB97M-V/def2-TZVPD.

```
82
Properties=species:S:1:pos:R:3:forces:R:3
Ru 0.066211 -0.405415 -0.022589 1.219 0.126 1.252
Ge -2.289856 0.197624 -0.072804 -1.954 0.422 -0.499
Ge -0.241220 0.307389 -2.384178 -0.227 -0.085 -1.432
S 1.386517 1.703138 0.250733 -0.118 -0.622 0.143
F 1.540689 6.488572 1.787771 0.028 0.084 0.064
F -0.633756 7.207356 0.337680 -0.064 0.174 0.008
F 2.393374 3.946420 1.762690 0.118 0.047 0.057
F -1.943613 5.361274 -1.155298 -0.064 0.026 -0.055
F -1.072588 2.836415 -1.235836 -0.322 -0.086 -0.126
C 3.945538 -0.662663 0.818930 -0.052 0.014 -0.034
C 0.626873 -2.429396 1.021826 0.079 0.123 -0.170
C -3.083716 1.624254 1.093222 0.526 -0.260 -0.170
C -1.608059 0.279701 -5.358160 -0.066 -0.032 0.305
C -2.172373 0.320575 -2.938640 0.655 0.091 0.448
C 1.704899 -0.646979 2.066449 0.248 0.033 -0.259
C 0.701283 3.301058 0.251577 -0.208 0.220 -0.147
C -4.576225 -1.694674 0.158059 0.068 0.080 -0.004
C -3.282147 0.085298 -7.061261 0.050 0.009 0.016
C -0.561308 -1.334429 3.093850 -0.042 0.098 -0.228
C -0.208169 5.960499 0.312786 0.079 -0.187 -0.005
C 2.566093 -3.205391 -0.494767 -0.099 0.083 -0.103
C 0.473634 -1.401635 2.016864 0.364 -0.583 0.518
C -3.103117 -1.568444 0.533720 0.473 0.223 0.004
C -2.574017 0.245015 -4.351040 -0.090 0.017 -0.446
C -4.408472 2.136217 0.531918 0.064 -0.002 -0.004
C 1.113518 1.648756 -3.026984 -0.471 -0.251 0.076
C 2.034646 0.386942 3.087484 -0.007 -0.036 -0.005
C 1.898089 -2.239523 0.419735 -0.025 -0.120 0.220
C -0.873182 5.014398 -0.452357 0.023 0.017 0.066
C 2.550679 -1.127374 1.062228 -0.094 0.179 0.307
C 0.708815 -1.937703 -4.162385 -0.052 0.123 0.020
C -1.950192 0.204399 -6.697373 -0.020 -0.006 -0.105
C -4.258264 0.034045 -6.074090 -0.062 -0.006 -0.037
C 1.339267 4.278246 1.025962 -0.157 -0.092 -0.165
C 0.613395 -1.514176 -2.691428 -0.111 0.287 0.225
C -0.203657 -3.666793 0.861996 0.026 0.064 -0.038
C 1.152957 1.952230 -4.523368 0.056 0.063 0.125
C -2.996687 0.374291 -1.888017 0.081 0.003 0.150
C -0.417113 3.712222 -0.476306 0.327 0.088 0.266
C 0.904641 5.588854 1.053453 -0.053 -0.065 -0.024
C -3.912508 0.109399 -4.737493 0.078 0.035 0.066
H -5.171697 -0.897920 0.603488 -0.048 -0.016 -0.033
H -2.983620 -1.624500 1.615912 0.020 -0.049 -0.003
H 0.949886 2.571331 -2.473086 0.036 -0.058 -0.001
H -4.961774 -2.645345 0.531605 -0.060 0.017 -0.034
H -3.559555 0.029064 -8.105271 -0.002 -0.009 0.003
H 1.620848 -1.437503 -2.275151 -0.002 -0.113 0.024
H 2.066296 1.234146 -2.691020 -0.006 -0.001 0.036
H -4.693343 0.058747 -3.990261 0.003 0.001 0.004
H -2.526929 -2.377508 0.083452 -0.036 -0.045 0.042
H 0.386015 -4.530884 1.176867 -0.044 -0.019 0.006
H -1.179850 0.236147 -7.457149 0.007 0.006 0.013
H -4.074506 0.412699 -2.029740 -0.002 -0.030 -0.051
H 1.847351 -3.837251 -1.013673 0.004 0.003 -0.005
H -1.366236 -2.043728 2.928368 -0.026 0.003 0.017
H -2.371937 2.446353 1.185168 0.029 -0.005 0.048
H 3.221016 -3.855415 0.093845 -0.004 -0.011 0.000
H 4.545959 -0.821378 1.717712 0.046 0.003 -0.035
H -0.566498 0.362904 -5.073385 -0.115 -0.048 -0.134
H -4.289371 2.504745 -0.487753 -0.027 0.018 0.005
H -4.781121 2.959223 1.143469 -0.041 -0.010 -0.014
H 2.534981 -0.078470 3.942321 -0.042 -0.036 0.006
H -0.279059 -2.080102 -4.597904 0.028 0.015 -0.044
H 0.201653 2.349237 -4.876758 0.063 0.025 -0.041
H 3.191277 -2.709465 -1.236899 0.014 -0.004 0.008
H 1.255483 -2.879236 -4.238486 -0.008 -0.005 -0.016
H 1.404158 1.069716 -5.112987 0.002 0.060 -0.050
H 1.134090 0.878362 3.454363 0.036 0.051 0.017
H -3.215826 1.197610 2.090142 0.021 0.012 0.002
H 1.246357 -1.193984 -4.751655 -0.026 -0.049 -0.052
H 4.410239 -1.203994 -0.002319 0.039 0.026 -0.001
H -0.098328 -1.562886 4.056840 0.026 0.012 0.005
H -0.986579 -0.330716 3.170541 -0.035 -0.019 0.067
H -4.719056 -1.674826 -0.922111 -0.033 0.006 0.014
H 2.704577 1.144292 2.685558 -0.008 0.009 0.016
H 1.921029 2.703912 -4.712765 0.000 -0.016 -0.052
H -5.169373 1.355962 0.524592 -0.028 0.030 -0.043
H -0.502242 -3.838713 -0.173523 -0.025 0.002 0.007
H -1.099017 -3.632022 1.476975 -0.036 -0.008 -0.039
H 0.059038 -2.274520 -2.132693 0.091 -0.043 0.012
H -5.299081 -0.069145 -6.352399 0.004 0.005 0.011
H 3.978965 0.406370 0.595513 -0.020 -0.009 0.005
```
Forces are in eV/Å.

Summary:
Net charge: +1
Maximum force, eV Å⁻¹: 2.06
Frontier orbital gap (spin up / spin down), eV: 7.4 / 5.2
⟨S²⟩: 8.788
2S+1: 6
HOMO energy (spin up / spin down), eV: -10.15 / -10.86

Results of the Löwdin charge analysis, in e, for atoms 1 through 8: number 1, Ru, carries 0.871; number 2, Ge, carries 0.830; number 3, Ge, carries 0.900; number 4, S, carries 0.818; number 5, F, carries 0.150; number 6, F, carries 0.164; number 7, F, carries 0.099; number 8, F, carries 0.145

No. 2
This record from OMol25 describes C32H41FeN5S as an isolated structure. The level of theory is wB97M-V/def2-TZVPD.

```
80
Properties=species:S:1:pos:R:3:forces:R:3
Fe -0.723052 -0.416596 -0.449704 0.566 1.243 3.478
S 0.806034 -0.602233 1.515708 1.220 1.064 -1.012
N -0.147916 -0.167396 3.959812 0.660 -0.729 0.573
N 0.184410 -2.494980 3.318648 -0.006 0.339 0.049
N 0.806628 2.310078 -1.280610 -0.593 0.759 0.379
N -1.089796 2.070998 -0.271062 0.367 -0.088 -0.248
N -2.609597 -0.156403 2.091259 -0.620 0.562 0.413
C 2.008852 2.036740 -2.015923 0.181 -0.090 -0.334
C 1.251115 -1.317384 -2.864783 0.142 -0.092 -0.012
C -1.656336 -0.113217 -3.535154 -0.172 -0.047 -0.087
C 1.959083 2.042369 -3.427172 0.454 -0.093 0.504
C 3.135127 1.729434 -4.129733 0.137 -0.015 0.266
C -0.418345 -2.921915 4.558243 0.182 -0.321 -0.252
C -1.518949 -2.344806 -0.476165 0.348 -1.189 -1.343
C -1.313915 -0.990606 -2.364853 -0.016 -1.165 -0.602
C -2.562807 1.063683 1.500411 0.186 0.235 0.627
C -3.291690 0.884679 4.167358 -0.014 0.048 -0.373
C 4.334963 1.417829 -3.468774 -0.598 0.287 0.218
C -0.073725 1.364896 -0.817514 1.505 3.002 -0.901
C -3.255161 2.147445 3.556024 0.121 -0.187 -0.010
C 0.313142 3.598607 -0.990440 -0.154 -0.152 0.080
C 0.970361 -3.170984 -0.269618 0.094 -0.257 -0.115
C -3.726546 -1.293443 -1.364430 -0.034 0.012 -0.065
C 0.133154 -1.121152 2.934680 -1.104 -0.766 1.679
C -0.891934 3.445344 -0.354053 0.666 -0.267 -0.267
C -2.094863 1.069811 0.101613 -1.523 0.754 0.132
C 3.193834 1.731146 -1.312313 0.093 -0.057 -0.502
C -2.886985 2.242659 2.213412 0.159 -0.416 0.406
C 5.593594 1.104604 -4.245715 0.262 0.032 -0.037
C -0.347513 -0.555212 5.357533 0.188 0.344 -0.068
C 3.227834 1.690671 0.194722 -0.145 -0.034 0.018
C -2.120182 -3.110151 0.668110 -0.010 -0.119 0.122
C 4.340599 1.424830 -2.063266 -0.222 0.067 -0.179
C -2.955593 -0.227840 3.383576 -0.358 0.407 -0.252
C -2.242318 -1.523280 -1.402123 0.109 -1.021 -0.581
C -0.125827 -2.356089 -0.896103 -0.896 -1.229 -0.683
C 0.004424 -1.515154 -2.051353 -0.676 -1.223 -0.683
C 0.679808 2.349257 -4.172299 -0.199 0.186 0.022
C 0.086714 -2.003170 5.651173 0.224 0.211 0.438
H 0.736683 -3.182809 2.803784 -0.147 0.937 0.229
H -3.571997 0.764071 5.218391 0.129 0.052 -0.395
H -1.415977 -0.427411 5.615282 0.192 -0.174 0.186
H 5.266485 1.181444 -1.528284 -0.337 0.085 -0.192
H -4.257850 -2.185576 -1.746627 0.081 0.324 0.193
H -1.523782 -2.863535 4.488692 0.148 -0.062 0.144
H -1.995926 0.884720 -3.209453 0.036 -0.183 -0.143
H 3.105540 1.715307 -5.225798 0.023 0.013 0.373
H 5.856102 0.035347 -4.170945 -0.112 0.360 -0.047
H 0.641470 3.406270 -4.494513 0.105 -0.364 0.122
H -3.008142 -2.588613 1.060932 0.358 -0.169 -0.097
H -4.073408 -1.088371 -0.336370 0.093 -0.092 -0.358
H -2.829363 3.215300 1.715008 -0.108 -0.393 0.194
H 1.491791 -2.231494 -3.442664 -0.040 0.346 0.177
H 0.815203 -3.296551 0.814137 0.076 0.108 -0.583
H 1.954680 -2.696108 -0.414953 -0.373 -0.150 0.156
H 1.143414 -0.487181 -3.580389 0.053 -0.314 0.277
H -0.284722 -2.317455 6.651007 0.113 0.282 -0.444
H -4.016992 -0.439124 -1.997786 0.094 -0.253 0.202
H -2.429791 -4.125432 0.351205 0.093 0.311 0.067
H 2.437844 1.023102 0.580324 0.349 0.209 -0.022
H 4.202041 1.321777 0.553913 -0.372 0.162 -0.142
H -0.141391 -3.978721 4.769035 -0.161 0.622 -0.224
H 0.599549 1.723684 -5.076009 0.029 0.219 0.316
H -2.971568 -1.236518 3.820624 0.040 0.412 -0.178
H -1.402082 -3.221301 1.497284 -0.279 0.123 -0.265
H -3.506737 3.049982 4.123816 0.072 -0.327 -0.168
H -0.206303 2.174397 -3.540633 0.444 0.039 -0.309
H 1.012023 -4.179342 -0.724384 -0.023 0.258 0.072
H 1.197161 -2.068205 5.654138 -0.603 0.049 0.038
H -0.782030 0.026758 -4.190903 -0.393 -0.073 0.252
H 6.452157 1.680838 -3.851354 -0.377 -0.263 -0.154
H 5.482756 1.361492 -5.312384 0.001 -0.143 0.403
H -2.464832 -0.556262 -4.148475 0.297 0.185 0.213
H 3.036481 2.683257 0.634669 0.072 -0.257 -0.173
H 2.118423 -1.087385 -2.225532 -0.186 -0.031 -0.196
H -2.935451 1.079232 -0.607578 0.188 0.138 0.119
H 0.877396 4.490978 -1.253244 -0.250 -0.284 0.088
H 0.241864 0.105977 6.025741 -0.383 -0.140 -0.307
H -0.238023 0.828492 3.710275 0.197 -1.270 -0.014
H -1.589322 4.181898 0.040901 0.339 -0.288 -0.206
```
Forces are in eV/Å.

Summary:
Net charge: -1
Maximum force, eV Å⁻¹: 3.74
Frontier orbital gap (spin up / spin down), eV: 2.9 / 6.2
⟨S²⟩: 8.789
2S+1: 6
HOMO energy (spin up / spin down), eV: -0.20 / -3.55

Results of the Löwdin charge analysis, in e, for atoms 1 through 8: number 1, Fe, carries 0.453; number 2, S, carries 0.697; number 3, N, carries -0.047; number 4, N, carries -0.063; number 5, N, carries -0.026; number 6, N, carries -0.073; number 7, N, carries 0.119; number 8, C, carries -0.132

Energy above the lowest of the compared OMol25 structures with the same formula, charge and spin: 21.4; 0.0 (kcal per mole)